No. 1
9
Properties=species:S:1:pos:R:3:forces:R:3 method="wB97M-V/def2-TZVPD" total_energy_ha=-590.0143 smiles=C[C@]12O[C@H]1S2 lumo_energy_ev=0.86 de_lowest_kcal_mol=69.3 multiplicity=1 e_homo_ev=-8.8 homo_lumo_gap_ev=9.712
C 0.407 0.297 0.529 -0.38 -2.63 0.68
C -0.971 -0.128 0.188 -0.84 1.20 -0.01
O -1.420 -1.445 -0.091 1.18 -1.28 -0.84
C -1.820 -0.319 -0.893 -0.53 0.84 -1.27
S -2.679 0.497 0.463 0.15 0.96 -0.09
H 0.457 -0.058 1.555 0.69 0.10 0.35
H 0.687 1.317 0.532 -0.19 1.02 -0.51
H 1.064 -0.368 -0.057 0.02 0.59 0.13
H -1.764 -0.092 -1.997 -0.10 -0.80 1.55

No. 2
9
Properties=species:S:1:pos:R:3:forces:R:3 method="wB97M-V/def2-TZVPD" total_energy_ha=-590.0013 lumo_energy_ev=-0.84 de_lowest_kcal_mol=77.4 multiplicity=1 e_homo_ev=-8.7 homo_lumo_gap_ev=7.837
C 0.165 -0.320 -1.113 -0.23 0.11 -0.74
C 0.475 0.857 -0.569 -0.84 0.70 -1.96
C -0.459 -1.393 1.412 -0.43 -0.53 1.13
O 0.616 1.159 0.714 0.40 -0.61 1.56
S -1.630 -0.967 2.289 -0.07 -0.09 -0.13
H -0.213 -0.142 -2.147 0.66 -1.08 0.70
H 0.171 -1.275 -0.541 -0.15 1.03 -1.22
H 0.501 1.743 -1.258 0.03 -0.67 1.06
H 0.373 0.337 1.214 0.62 1.14 -0.39